# 1
# C24H35MoN4O3PSSi

A structure of composition C24H35MoN4O3PSSi (ωB97M-V/def2-TZVPD, OMol25).

The expectation value of S² is 2.04. The orbital gap (alpha / beta) comes out at 5.3 / 6.3 eV. Its electronic energy is -67399.3475 eV. The maximum force comes out at 4.945 eV/Å. Its total charge is +2. The spin multiplicity is 3.

Last column: Mulliken charge in e.
Cartesian coordinates (Å):
Mo: 0.46 -1.31 -0.44  0.01
C: 4.64 0.23 4.44  -1.05
Si: 3.61 -1.31 3.95  0.28
C: 2.11 -1.31 5.05  -1.10
C: 4.64 -2.84 4.44  -1.11
C: 3.49 -1.31 2.03  0.65
C: 4.76 -1.31 1.39  -0.34
C: 4.91 -1.31 0.00  -0.86
C: 3.79 -1.31 -0.80  -0.45
N: 2.55 -1.31 -0.30  -0.12
C: 2.37 -1.31 1.17  0.48
S: 0.60 -1.31 2.08  -0.22
H: 4.78 0.25 5.53  0.34
H: 4.12 1.14 4.14  0.32
H: 5.62 0.20 3.97  0.35
H: 2.41 -1.31 6.11  0.37
H: 1.49 -2.20 4.90  0.37
H: 1.49 -0.42 4.90  0.32
H: 4.78 -2.86 5.53  0.34
H: 5.62 -2.82 3.97  0.36
H: 4.12 -3.75 4.14  0.36
H: 5.67 -1.31 1.98  0.33
H: 5.90 -1.31 -0.45  0.46
H: 3.86 -1.31 -1.88  0.56
C: 1.11 4.71 0.98  -1.33
C: 0.71 3.25 1.05  -0.09
O: 0.63 2.76 -0.29  -0.36
P: 0.46 1.16 -0.44  0.60
O: -0.61 1.14 -1.65  -0.34
C: -1.98 1.36 -1.32  0.15
C: -2.45 2.66 -1.97  -1.41
O: 1.80 0.84 -1.28  0.39
C: 2.11 1.58 -2.46  -0.30
C: 3.36 2.41 -2.22  -1.07
H: 1.15 5.15 1.99  0.40
H: 0.40 5.29 0.38  0.33
H: 2.09 4.82 0.51  0.31
H: -0.27 3.17 1.53  0.35
H: 1.45 2.70 1.63  0.30
H: -2.17 1.40 -0.24  0.37
H: -2.56 0.53 -1.73  0.19
H: -1.89 3.51 -1.58  0.34
H: -3.51 2.82 -1.79  0.43
H: -2.28 2.63 -3.05  0.32
H: 1.30 2.23 -2.81  0.25
H: 2.30 0.85 -3.26  0.44
H: 3.19 3.15 -1.44  0.17
H: 3.67 2.92 -3.14  0.42
H: 4.19 1.77 -1.89  0.28
N: -9.15 -1.94 -5.32  -0.40
C: -8.24 -1.85 -4.61  -0.06
C: -7.11 -1.73 -3.73  0.40
C: -5.81 -1.80 -4.24  -1.09
C: -4.71 -1.69 -3.39  -0.26
C: -4.89 -1.51 -2.01  1.81
C: -6.20 -1.45 -1.50  -0.49
C: -7.30 -1.56 -2.36  -1.07
N: -3.77 -1.40 -1.14  0.39
C: -3.79 -1.22 0.23  -0.33
C: -2.47 -1.17 0.63  -1.12
N: -1.64 -1.31 -0.44  0.54
C: -2.43 -1.44 -1.48  -0.80
H: -5.65 -1.93 -5.31  0.45
H: -3.72 -1.74 -3.84  0.28
H: -6.40 -1.31 -0.44  0.29
H: -8.31 -1.51 -1.95  0.46
H: -4.69 -1.15 0.81  0.41
H: -2.09 -1.04 1.63  0.46
H: -2.08 -1.57 -2.49  0.25
H: 0.46 -3.12 -0.44  0.10

# 2
# C24H35N2

A cluster of 2 separate species, C24H35N2 in total (ωB97M-V/def2-TZVPD, OMol25).

The orbital gap comes out at 4.3 eV. Its electronic energy is -28429.0621 eV. The maximum force comes out at 3.443 eV/Å. Its total charge is +1. The spin multiplicity is 1.

Last column: Mulliken charge in e.
Cartesian coordinates (Å):
C: -3.98 -3.64 1.40  -0.74
C: -3.33 -4.94 0.90  -0.91
C: -1.80 -4.91 1.06  -0.47
C: -1.16 -3.57 0.83  0.71
N: 0.26 -3.49 0.82  -0.03
C: 1.16 -4.66 0.96  -0.70
C: 2.60 -4.13 1.01  -0.61
C: 2.50 -2.59 1.16  -0.26
C: 1.00 -2.25 1.13  -0.67
C: -1.89 -2.46 0.66  -0.66
C: -3.39 -2.44 0.66  -0.70
H: -5.08 -3.67 1.29  0.33
H: -3.80 -3.54 2.48  0.30
H: -3.75 -5.81 1.42  0.34
H: -3.59 -5.08 -0.16  0.33
H: -1.54 -5.23 2.08  0.31
H: -1.33 -5.64 0.39  0.37
H: 0.90 -5.21 1.87  0.32
H: 1.01 -5.34 0.11  0.32
H: 3.17 -4.58 1.83  0.27
H: 3.14 -4.39 0.09  0.28
H: 2.96 -2.25 2.09  0.36
H: 3.03 -2.08 0.35  0.00
H: 0.77 -1.50 0.36  0.23
H: 0.64 -1.87 2.09  0.36
H: -1.38 -1.52 0.51  0.28
H: -3.73 -2.44 -0.38  0.28
H: -3.75 -1.49 1.09  0.36
C: 3.30 2.82 -4.30  -0.70
C: 3.50 1.44 -3.62  -0.61
C: 3.44 1.56 -2.09  -0.68
N: 2.21 2.25 -1.65  0.18
C: 1.50 1.87 -0.54  -0.10
C: 0.30 2.46 -0.18  -0.41
C: -0.22 2.53 1.10  -0.25
C: -1.38 3.28 1.45  0.78
C: -1.53 3.71 2.78  -0.48
C: -2.61 4.47 3.16  -0.58
C: -3.58 4.82 2.24  -0.37
C: -3.45 4.41 0.92  -0.70
C: -2.37 3.67 0.52  -0.36
C: 2.05 3.59 -2.26  -0.64
C: 2.02 3.51 -3.79  -0.63
H: 4.16 3.46 -4.07  0.31
H: 3.29 2.72 -5.39  0.35
H: 2.71 0.76 -3.96  0.31
H: 4.45 0.99 -3.93  0.36
H: 3.47 0.57 -1.61  0.35
H: 4.30 2.12 -1.71  0.32
H: 1.97 1.18 0.14  0.55
H: -0.22 3.01 -0.95  0.24
H: 0.34 2.07 1.90  0.40
H: -0.77 3.46 3.50  0.37
H: -2.69 4.81 4.18  0.40
H: -4.44 5.40 2.55  0.40
H: -4.22 4.67 0.20  0.41
H: -2.30 3.35 -0.51  0.45
H: 1.16 4.09 -1.87  0.34
H: 2.89 4.21 -1.94  0.33
H: 1.90 4.51 -4.23  0.35
H: 1.14 2.93 -4.11  0.30

# 3
# C24H35N5O3

The molecule C24H35N5O3 (ωB97M-V/def2-TZVPD, OMol25).

The orbital gap comes out at 8.6 eV. Its electronic energy is -39051.3940 eV. The maximum force comes out at 0.896 eV/Å. As for the structure (SMILES): CCCN1CCN(CCCNC(=O)CCNC(=O)Cn2ccc3ccccc3c2=O)CC1. Its total charge is 0. The spin multiplicity is 1.

Last column: Mulliken charge in e.
Cartesian coordinates (Å):
C: -4.94 -1.51 -1.49  -0.76
H: -5.15 -1.24 -2.52  0.30
C: -5.55 -0.48 -0.54  -0.27
C: -5.23 0.99 -0.89  -1.03
N: -3.93 1.52 -0.54  -0.01
C: -3.60 1.49 0.87  -0.29
C: -2.44 2.45 1.12  -1.15
N: -1.28 2.07 0.32  0.80
C: -1.65 2.07 -1.08  -1.10
C: -2.79 1.08 -1.32  0.15
H: -3.07 1.08 -2.37  0.67
H: -2.45 0.07 -1.04  -0.42
H: -0.78 1.77 -1.67  0.10
H: -1.98 3.07 -1.41  0.36
C: -0.12 2.91 0.59  -0.96
C: 0.58 2.55 1.90  -0.99
C: 1.21 1.16 1.86  0.02
N: 0.20 0.14 1.66  0.50
C: 0.00 -0.86 2.53  0.68
O: 0.75 -1.10 3.46  -0.76
C: -1.21 -1.72 2.22  0.46
H: -1.77 -1.90 3.14  0.49
C: -0.76 -3.08 1.66  -1.25
N: 0.03 -2.94 0.46  0.04
C: -0.47 -2.46 -0.68  0.47
O: -1.63 -2.13 -0.85  -0.70
C: 0.56 -2.38 -1.82  -1.36
N: 1.44 -1.24 -1.65  0.25
C: 1.18 -0.08 -2.31  -0.13
C: 1.96 1.01 -2.20  -0.83
C: 3.12 0.96 -1.36  1.30
C: 3.97 2.06 -1.19  -0.74
C: 5.07 1.96 -0.36  -0.53
C: 5.34 0.78 0.32  -0.65
C: 4.51 -0.31 0.17  -0.65
C: 3.39 -0.23 -0.67  0.16
C: 2.52 -1.39 -0.80  0.44
O: 2.70 -2.45 -0.21  -0.82
H: 4.69 -1.24 0.69  0.49
H: 6.20 0.72 0.97  0.42
H: 5.72 2.81 -0.23  0.41
H: 3.76 2.98 -1.72  0.44
H: 1.73 1.91 -2.75  0.40
H: 0.30 -0.10 -2.94  0.25
H: 1.17 -3.29 -1.82  0.42
H: 0.03 -2.29 -2.77  0.57
H: 1.04 -3.05 0.52  0.38
H: -1.65 -3.68 1.42  0.43
H: -0.16 -3.60 2.40  0.43
H: -1.86 -1.24 1.49  -0.72
H: -0.52 0.42 0.99  -0.21
H: 1.72 0.93 2.79  0.50
H: 1.94 1.11 1.04  -0.55
H: 1.38 3.28 2.08  0.47
H: -0.11 2.61 2.74  0.36
H: 0.59 2.76 -0.23  0.34
H: -0.40 3.98 0.61  0.36
H: -2.17 2.42 2.18  0.37
H: -2.76 3.47 0.87  0.37
H: -4.47 1.81 1.45  0.54
H: -3.31 0.48 1.21  -0.10
H: -5.35 1.13 -1.97  0.47
H: -5.96 1.62 -0.38  0.38
H: -5.23 -0.69 0.48  0.22
H: -6.64 -0.58 -0.57  0.39
H: -3.87 -1.59 -1.36  -0.02
H: -5.37 -2.49 -1.30  0.40

# 4
# C24H35NO15

A cluster of 6 separate species, C24H35NO15 in total (ωB97M-V/def2-TZVPD, OMol25).

The orbital gap comes out at 9.1 eV. Its electronic energy is -57659.2947 eV. The maximum force comes out at 1.923 eV/Å. As for the structure (SMILES): C[C@H]1COC(=O)O1.C[C@H]1COC(=O)O1.C[C@H]1COC(=O)O1.C[C@H]1COC(=O)O1.C[C@H]1COC(=O)O1.c1cc[nH]c1. Its total charge is 0. The spin multiplicity is 1.

Last column: Mulliken charge in e.
Cartesian coordinates (Å):
C: -2.39 1.01 -2.37  -0.40
C: -1.86 0.97 -3.80  0.33
C: -0.53 1.68 -4.06  -0.04
O: 0.19 0.77 -4.89  -0.38
C: -0.45 -0.42 -4.93  0.56
O: -0.07 -1.39 -5.51  -0.54
O: -1.56 -0.38 -4.16  -0.18
H: -2.61 2.08 -2.25  0.49
H: -1.56 0.85 -1.68  -0.51
H: -3.26 0.39 -2.23  0.10
H: -2.63 1.39 -4.46  0.21
H: 0.07 1.79 -3.16  -0.02
H: -0.62 2.66 -4.52  0.33
C: 5.78 2.30 0.29  -1.43
C: 5.54 3.65 -0.36  0.41
C: 6.76 4.17 -1.14  -0.36
O: 6.27 4.35 -2.47  -0.36
C: 4.96 4.01 -2.55  0.59
O: 4.30 4.12 -3.53  -0.51
O: 4.50 3.60 -1.35  -0.26
H: 6.02 1.56 -0.47  0.40
H: 4.89 1.98 0.84  0.28
H: 6.57 2.40 1.04  0.40
H: 5.18 4.33 0.41  0.26
H: 7.53 3.41 -1.19  0.29
H: 7.08 5.12 -0.73  0.28
C: -3.04 -0.78 1.99  -1.47
C: -3.99 -1.64 1.21  0.54
C: -5.46 -1.14 1.14  -0.51
O: -5.80 -1.24 -0.25  -0.42
C: -4.71 -1.61 -0.96  0.44
O: -4.67 -1.70 -2.15  -0.51
O: -3.63 -1.73 -0.17  -0.04
H: -3.32 -0.85 3.04  0.51
H: -3.04 0.24 1.61  0.36
H: -2.02 -1.17 1.91  0.20
H: -4.08 -2.65 1.62  0.25
H: -5.62 -0.12 1.50  0.31
H: -6.11 -1.80 1.71  0.33
C: 0.78 -0.65 4.50  -1.09
C: -0.24 -0.76 5.61  0.51
C: 0.28 -0.35 7.00  -0.51
O: -0.32 0.90 7.28  -0.35
C: -1.26 1.17 6.34  0.58
O: -2.01 2.09 6.39  -0.53
O: -1.22 0.27 5.35  -0.27
H: 0.29 -0.93 3.56  0.05
H: 1.61 -1.36 4.59  0.42
H: 1.19 0.36 4.43  0.36
H: -0.70 -1.74 5.71  0.26
H: 1.36 -0.33 7.13  0.29
H: -0.07 -1.06 7.76  0.28
C: 0.33 -2.82 -2.15  -1.34
C: -1.11 -3.08 -1.76  1.68
C: -1.98 -3.46 -2.98  -0.01
O: -2.32 -4.82 -2.73  -0.41
C: -1.92 -5.20 -1.51  0.55
O: -2.11 -6.26 -1.02  -0.56
O: -1.29 -4.18 -0.87  -0.45
H: 0.99 -2.77 -1.27  0.31
H: 0.40 -1.86 -2.65  0.15
H: 0.74 -3.61 -2.79  0.37
H: -1.47 -2.17 -1.28  -0.63
H: -1.51 -3.25 -3.94  0.31
H: -2.88 -2.84 -2.97  0.11
N: 1.75 1.74 -0.48  0.14
C: 2.31 0.58 -0.01  -0.56
C: 1.30 -0.20 0.51  -1.26
C: 0.08 0.48 0.23  0.55
C: 0.39 1.67 -0.37  -1.49
H: 2.32 2.44 -0.93  0.27
H: 3.35 0.38 -0.16  0.61
H: 1.42 -1.20 0.89  0.64
H: -0.93 0.11 0.32  0.44
H: -0.18 2.52 -0.71  0.66

Copy entry 2 word for word.
# C24H35N2

A cluster of 2 separate species, C24H35N2 in total (ωB97M-V/def2-TZVPD, OMol25).

The orbital gap comes out at 4.3 eV. Its electronic energy is -28429.0621 eV. The maximum force comes out at 3.443 eV/Å. Its total charge is +1. The spin multiplicity is 1.

Last column: Mulliken charge in e.
Cartesian coordinates (Å):
C: -3.98 -3.64 1.40  -0.74
C: -3.33 -4.94 0.90  -0.91
C: -1.80 -4.91 1.06  -0.47
C: -1.16 -3.57 0.83  0.71
N: 0.26 -3.49 0.82  -0.03
C: 1.16 -4.66 0.96  -0.70
C: 2.60 -4.13 1.01  -0.61
C: 2.50 -2.59 1.16  -0.26
C: 1.00 -2.25 1.13  -0.67
C: -1.89 -2.46 0.66  -0.66
C: -3.39 -2.44 0.66  -0.70
H: -5.08 -3.67 1.29  0.33
H: -3.80 -3.54 2.48  0.30
H: -3.75 -5.81 1.42  0.34
H: -3.59 -5.08 -0.16  0.33
H: -1.54 -5.23 2.08  0.31
H: -1.33 -5.64 0.39  0.37
H: 0.90 -5.21 1.87  0.32
H: 1.01 -5.34 0.11  0.32
H: 3.17 -4.58 1.83  0.27
H: 3.14 -4.39 0.09  0.28
H: 2.96 -2.25 2.09  0.36
H: 3.03 -2.08 0.35  0.00
H: 0.77 -1.50 0.36  0.23
H: 0.64 -1.87 2.09  0.36
H: -1.38 -1.52 0.51  0.28
H: -3.73 -2.44 -0.38  0.28
H: -3.75 -1.49 1.09  0.36
C: 3.30 2.82 -4.30  -0.70
C: 3.50 1.44 -3.62  -0.61
C: 3.44 1.56 -2.09  -0.68
N: 2.21 2.25 -1.65  0.18
C: 1.50 1.87 -0.54  -0.10
C: 0.30 2.46 -0.18  -0.41
C: -0.22 2.53 1.10  -0.25
C: -1.38 3.28 1.45  0.78
C: -1.53 3.71 2.78  -0.48
C: -2.61 4.47 3.16  -0.58
C: -3.58 4.82 2.24  -0.37
C: -3.45 4.41 0.92  -0.70
C: -2.37 3.67 0.52  -0.36
C: 2.05 3.59 -2.26  -0.64
C: 2.02 3.51 -3.79  -0.63
H: 4.16 3.46 -4.07  0.31
H: 3.29 2.72 -5.39  0.35
H: 2.71 0.76 -3.96  0.31
H: 4.45 0.99 -3.93  0.36
H: 3.47 0.57 -1.61  0.35
H: 4.30 2.12 -1.71  0.32
H: 1.97 1.18 0.14  0.55
H: -0.22 3.01 -0.95  0.24
H: 0.34 2.07 1.90  0.40
H: -0.77 3.46 3.50  0.37
H: -2.69 4.81 4.18  0.40
H: -4.44 5.40 2.55  0.40
H: -4.22 4.67 0.20  0.41
H: -2.30 3.35 -0.51  0.45
H: 1.16 4.09 -1.87  0.34
H: 2.89 4.21 -1.94  0.33
H: 1.90 4.51 -4.23  0.35
H: 1.14 2.93 -4.11  0.30